A cluster of 17 separate species, C39H114FO19P2 in total, computed with wB97M-V/def2-TZVPD.

Structure (ORCA input):
```
! wB97M-V def2-TZVPD RIJCOSX def2/J DEFGRID3
* xyz 1 1
C -1.48414 -0.38159 0.12780
C -2.97638 -0.53641 -0.28711
O -3.70008 -1.21131 0.77018
P -3.75851 -2.85408 0.55063
O -4.87370 -3.10726 -0.37988
C -2.25531 -3.53498 -0.30124
C -1.22591 -4.22861 0.64006
C -0.34189 -3.24105 1.45717
P 0.95235 -4.22047 2.31267
F 1.67136 -5.11583 1.25898
O -4.14169 -3.63659 1.93954
C -3.46653 -3.12756 3.12322
C -4.43174 -2.78592 4.32150
H -1.41463 -0.67548 1.19453
H -1.10550 0.64396 -0.01178
H -0.80388 -1.03803 -0.42451
H -3.40915 0.47665 -0.34698
H -3.10705 -1.02252 -1.27226
H -2.63800 -4.32233 -0.97697
H -1.77354 -2.80060 -0.97080
H -1.74207 -4.98174 1.26526
H -0.53431 -4.80140 -0.01240
H 0.17604 -2.47835 0.84964
H -0.88480 -2.69942 2.25692
H 1.91681 -3.35680 2.88799
H 0.33019 -4.96023 3.34267
H -2.85200 -2.22860 2.93605
H -2.80384 -3.94144 3.48810
H -4.60220 -3.64049 4.98996
H -5.37201 -2.33567 3.97176
H -3.91532 -1.99572 4.90327
C 0.17824 0.03313 -4.39431
C 0.59949 0.48996 -3.01030
O 0.42150 -0.56704 -2.05848
H -0.86824 -0.27968 -4.39389
H 0.30508 0.83317 -5.12497
H 0.77002 -0.82929 -4.71347
H -0.00628 1.33616 -2.68640
H 1.64680 0.79308 -3.00003
H 0.96902 -1.30662 -2.34609
C 5.36184 1.70203 -0.50427
C 4.62829 1.61732 -1.82744
O 3.22781 1.81007 -1.64416
H 4.98147 0.95029 0.19313
H 6.43068 1.54474 -0.64320
H 5.20773 2.67799 -0.03670
H 4.76833 0.63323 -2.27974
H 5.00063 2.37446 -2.52403
H 3.10344 2.68441 -1.25549
C 3.88888 4.76102 -5.38953
C 2.79916 4.30749 -4.43840
O 3.07185 4.75244 -3.11041
H 4.85890 4.37600 -5.07254
H 3.68742 4.41583 -6.40609
H 3.96646 5.85102 -5.39766
H 2.74022 3.21887 -4.41611
H 1.82479 4.70044 -4.74727
H 3.11271 5.71474 -3.12694
C 7.62285 5.15838 -2.43085
C 7.86590 6.02096 -3.65583
O 6.63410 6.50956 -4.18165
H 6.97641 4.31455 -2.67948
H 8.56267 4.77481 -2.02930
H 7.11668 5.73134 -1.64932
H 8.35148 5.44137 -4.44055
H 8.50724 6.87295 -3.40855
H 6.20936 7.03075 -3.49168
C 8.63076 -1.17035 -2.84516
C 7.81104 0.01867 -3.29576
O 7.90930 1.08886 -2.35468
H 8.29337 -1.51538 -1.86837
H 8.54668 -1.99016 -3.55774
H 9.68604 -0.90128 -2.74275
H 6.75779 -0.25498 -3.37465
H 8.14868 0.37747 -4.27265
H 8.83697 1.34163 -2.29108
C -7.52292 1.42687 2.48601
C -6.59933 0.70074 3.44382
O -5.87901 -0.32635 2.76026
H -8.22968 0.72888 2.03433
H -8.08109 2.21029 3.00089
H -6.95394 1.88046 1.66964
H -7.17208 0.23268 4.24412
H -5.88357 1.39494 3.89201
H -5.36631 0.09455 2.06117
C 4.56841 -3.38471 -2.00265
C 5.30159 -3.26982 -0.67822
O 6.34445 -2.31072 -0.76345
H 5.25904 -3.67080 -2.79683
H 3.76925 -4.12821 -1.94633
H 4.13272 -2.42262 -2.28726
H 5.75302 -4.22404 -0.40706
H 4.61089 -2.97284 0.12297
H 5.94501 -1.46289 -0.99445
C -3.78009 -3.49161 -4.28926
C -4.80502 -2.37606 -4.18375
O -5.87720 -2.75724 -3.33738
H -4.24317 -4.39902 -4.67925
H -2.95493 -3.20677 -4.94663
H -3.37483 -3.73601 -3.30265
H -5.22276 -2.14775 -5.16418
H -4.34440 -1.46368 -3.78363
H -5.50394 -2.94913 -2.46713
C -7.37777 -6.46076 2.06458
C -7.57335 -5.31760 3.04301
O -6.42411 -4.47593 3.06944
H -6.50162 -7.05237 2.34013
H -8.25147 -7.11451 2.04518
H -7.20410 -6.07897 1.05521
H -7.72554 -5.70045 4.05220
H -8.44542 -4.71692 2.76633
H -6.29507 -4.12882 2.17835
C -4.39670 4.32911 6.80220
C -4.85991 3.35797 5.73152
O -6.26273 3.49745 5.51573
H -4.93099 4.15103 7.73703
H -3.32574 4.22871 6.98356
H -4.60696 5.35987 6.50521
H -4.66964 2.32912 6.03890
H -4.33423 3.53926 4.78748
H -6.42730 4.40501 5.23661
C 8.87543 -3.99318 -7.28459
C 8.05910 -3.87965 -6.01156
O 7.67841 -2.52521 -5.77408
H 9.77022 -3.37242 -7.22024
H 9.17618 -5.02633 -7.46599
H 8.30094 -3.64025 -8.14469
H 8.64227 -4.21266 -5.15290
H 7.15534 -4.49480 -6.07522
H 7.15422 -2.23311 -6.52811
C -1.77537 -8.46872 1.86652
C -2.64443 -8.36130 3.10456
O -3.04674 -7.00582 3.31993
H -0.89046 -7.83483 1.97419
H -1.45297 -9.49664 1.69593
H -2.31635 -8.12166 0.98200
H -2.09342 -8.68610 3.98638
H -3.53844 -8.98336 3.00880
H -3.54774 -6.72012 2.54605
C -8.34513 4.53344 8.54253
C -7.67792 4.67500 9.89744
O -6.65112 5.66369 9.85369
H -7.61179 4.25863 7.78205
H -9.12617 3.77142 8.56869
H -8.79140 5.48145 8.22994
H -7.21606 3.73426 10.19638
H -8.40812 4.95894 10.66214
H -7.06055 6.49810 9.60030
C -0.55962 1.96279 7.03391
C -0.53158 2.38276 5.57659
O -1.21028 3.62610 5.39882
H -1.58879 1.86740 7.38404
H -0.04974 1.00829 7.17595
H -0.07552 2.71405 7.66245
H -1.03439 1.64212 4.95480
H 0.49949 2.48857 5.22385
H -0.76028 4.28439 5.94149
C 6.23580 3.93942 -8.23518
C 5.51010 3.83674 -9.56316
O 4.10879 4.03139 -9.38747
H 5.85274 3.19715 -7.53249
H 7.30883 3.78345 -8.36183
H 6.07549 4.92164 -7.78302
H 5.65303 2.84985 -10.00239
H 5.88424 4.58552 -10.26859
H 3.98187 4.90881 -9.00988
C -1.78098 5.77525 1.72326
C -2.20352 4.31868 1.74949
O -1.20802 3.51528 2.37317
H -0.83744 5.88884 1.18698
H -2.53802 6.39461 1.23860
H -1.62097 6.14827 2.73780
H -2.34276 3.94321 0.73490
H -3.14673 4.19885 2.29455
H -1.09327 3.84296 3.27625
*
```

The calculation puts the HOMO-LUMO gap at 7.0 eV. The LUMO energy is -4.2 eV.